Version 1
{"formula": "C6H9NOS", "method": "ωB97M-V with the def2-TZVPD basis set", "orbital_gap_ev": 9.47, "homo_ha": -0.346, "symbols": ["S", "O", "N", "C", "C", "C", "C", "C", "C", "H", "H", "H", "H", "H", "H", "H", "H", "H"], "coordinates": [[-4.079, -0.253, 0.662], [-5.378, -0.054, -0.015], [0.873, 0.140, -0.258], [-1.441, 0.641, 0.233], [-0.481, -0.009, -0.818], [3.213, -0.173, 1.427], [1.877, -0.451, -0.682], [-2.866, 0.452, -0.081], [3.117, -0.544, 0.123], [-3.280, 1.065, -0.998], [-0.790, -1.058, -1.002], [4.011, -0.386, 2.054], [2.482, 0.486, 1.790], [-1.160, 0.042, 1.121], [1.963, -0.907, -1.732], [-1.119, 1.672, 0.407], [-0.624, 0.614, -1.797], [3.680, -1.279, -0.434]]}



Version 2
{"formula": "C6H9NOS", "method": "ωB97M-V with the def2-TZVPD basis set", "orbital_gap_ev": [8.02, 8.02], "homo_ha": [-0.298, -0.298], "symbols": ["S", "O", "N", "C", "C", "C", "C", "C", "C", "H", "H", "H", "H", "H", "H", "H", "H", "H"], "coordinates": [[-0.200, 0.627, 2.314], [-0.427, -2.113, -2.495], [0.866, 2.449, -0.784], [1.580, 0.735, 2.354], [0.199, 1.720, -0.202], [-1.681, -0.077, -0.071], [-0.560, 0.813, 0.527], [-0.605, -0.977, -0.496], [0.089, -0.930, -1.807], [2.025, 0.525, 1.480], [-0.096, 0.084, -2.373], [-2.205, -0.494, 0.896], [-2.258, 0.481, -0.753], [1.230, -1.136, -1.746], [-1.370, -1.821, -2.681], [2.109, 0.211, 3.195], [1.734, 1.844, 2.563], [-0.429, -1.941, 0.081]]}



What should be chosen as the most stable of them? Choose version 1.



Version 1
{"formula": "C18H24N4O4S", "method": "ωB97M-V with the def2-TZVPD basis set", "orbital_gap_ev": 8.60, "homo_ha": -0.295, "smiles": "COCCn1c(SCC(=O)NCc2ccc3c(c2)OCO3)nnc1C(C)C", "symbols": ["S", "O", "O", "O", "O", "N", "N", "N", "N", "C", "C", "C", "C", "C", "C", "C", "C", "C", "C", "C", "C", "C", "C", "C", "C", "C", "C", "H", "H", "H", "H", "H", "H", "H", "H", "H", "H", "H", "H", "H", "H", "H", "H", "H", "H", "H", "H", "H", "H", "H", "H"], "coordinates": [[0.636, 1.247, -3.009], [-1.190, -3.435, 1.751], [-2.411, -3.971, -0.128], [-2.701, 0.576, -3.841], [2.087, -1.407, 0.192], [1.794, 1.375, -0.540], [0.355, 2.587, 0.576], [-2.486, 1.575, -1.815], [-0.122, 2.439, -0.672], [-2.111, 0.002, 0.793], [-3.014, -1.645, -0.731], [2.326, 1.890, 1.897], [-1.667, -2.283, 1.172], [1.863, 0.710, 2.756], [-0.886, 2.114, -3.513], [-1.686, -4.495, 0.961], [0.737, 1.711, -1.337], [-1.493, -0.979, 1.564], [1.611, -2.729, 0.139], [2.220, 3.205, 2.668], [-2.867, -0.316, -0.327], [-2.410, -2.609, 0.038], [2.481, -0.920, -1.067], [-2.121, 1.323, -3.082], [1.491, 1.960, 0.667], [-3.499, 0.787, -1.142], [2.900, 0.544, -0.923], [3.333, -1.499, -1.456], [2.599, 4.031, 2.072], [3.674, 0.623, -0.158], [2.399, -3.418, -0.189], [3.371, 1.728, 1.607], [1.180, 3.405, 2.908], [-4.149, 0.367, -1.912], [1.653, -1.002, -1.786], [-0.909, -0.732, 2.434], [1.895, -0.212, 2.181], [-4.078, 1.453, -0.496], [-0.844, -5.100, 0.588], [-1.994, 1.036, 1.078], [-2.346, -5.132, 1.573], [-1.835, 2.099, -1.226], [1.292, -2.986, 1.147], [-0.838, 2.156, -4.600], [-0.858, 3.110, -3.077], [3.290, 0.896, -1.883], [0.844, 0.885, 3.091], [0.761, -2.811, -0.549], [2.506, 0.609, 3.627], [2.795, 3.144, 3.589], [-3.578, -1.905, -1.611]]}



Version 2
{"formula": "C18H24N4O4S", "method": "ωB97M-V with the def2-TZVPD basis set", "orbital_gap_ev": 8.77, "homo_ha": -0.306, "smiles": "COC(=O)CNC(=O)CSc1nnc(-c2ccc(OC)cc2)n1CC(C)C", "symbols": ["S", "O", "O", "O", "O", "N", "N", "N", "N", "C", "C", "C", "C", "C", "C", "C", "C", "C", "C", "C", "C", "C", "C", "C", "C", "C", "C", "H", "H", "H", "H", "H", "H", "H", "H", "H", "H", "H", "H", "H", "H", "H", "H", "H", "H", "H", "H", "H", "H", "H", "H"], "coordinates": [[-3.138, 1.705, 0.306], [-2.837, -4.234, 0.370], [-2.406, -2.048, 0.647], [-5.782, -0.541, 0.353], [5.579, -1.433, -0.462], [-4.164, -1.225, -1.081], [-0.531, 0.898, 0.130], [-1.812, 0.149, -1.492], [-0.582, -0.351, -1.673], [-4.884, -0.294, -0.423], [2.382, -0.339, -1.728], [3.702, -0.717, -1.653], [4.268, -1.086, -0.429], [6.205, -1.837, 0.732], [-0.530, 3.910, 0.013], [-0.101, 1.722, 1.229], [3.471, -1.082, 0.712], [0.190, 0.082, -0.712], [1.769, 2.912, -0.010], [-1.783, 0.889, -0.413], [-4.250, -2.614, -0.720], [1.587, -0.303, -0.581], [-1.294, -2.353, 1.476], [2.144, -0.696, 0.630], [-3.092, -3.082, 0.149], [0.483, 3.081, 0.795], [-4.485, 1.133, -0.779], [2.213, 3.885, -0.207], [-4.142, 1.226, -1.807], [-3.316, -0.915, -1.561], [-1.464, -3.295, 2.000], [-0.395, -2.438, 0.862], [-1.197, -1.532, 2.184], [-4.289, -3.247, -1.610], [1.944, -0.066, -2.674], [3.866, -1.386, 1.668], [7.235, -2.066, 0.461], [0.722, 3.608, 1.725], [1.568, 2.434, -0.966], [-0.778, 3.428, -0.930], [0.655, 1.181, 1.801], [4.326, -0.742, -2.532], [-5.313, 1.810, -0.573], [-0.114, 4.890, -0.210], [-0.976, 1.892, 1.864], [6.198, -1.039, 1.480], [-5.176, -2.754, -0.148], [2.495, 2.307, 0.529], [5.735, -2.733, 1.149], [-1.445, 4.043, 0.584], [1.540, -0.738, 1.525]]}



What should be chosen as the most stable of them? Choose version 2.



Version 1
{"formula": "C16H23N3O2", "method": "ωB97M-V with the def2-TZVPD basis set", "orbital_gap_ev": 9.54, "homo_ha": -0.327, "smiles": "CCCNC(=O)N1[C@@H]2CC[C@H]1C[C@](O)(c1cccnc1)C2", "symbols": ["O", "O", "N", "N", "N", "C", "C", "C", "C", "C", "C", "C", "C", "C", "C", "C", "C", "C", "C", "C", "C", "H", "H", "H", "H", "H", "H", "H", "H", "H", "H", "H", "H", "H", "H", "H", "H", "H", "H", "H", "H", "H", "H", "H"], "coordinates": [[-2.521, 2.490, 1.339], [0.391, -0.898, -2.433], [1.816, -0.901, -0.663], [0.252, 0.789, -0.931], [-0.548, -1.578, 2.175], [-1.529, 1.754, 0.633], [-0.517, -0.324, 1.762], [-0.692, 1.535, -1.748], [2.025, -3.405, 1.202], [0.097, 2.790, -2.190], [-1.643, -2.286, 1.965], [2.364, -2.194, -1.014], [-2.773, -1.753, 1.367], [-1.566, 0.307, 1.102], [0.897, 1.821, -0.144], [1.707, -3.371, -0.289], [-1.901, 1.863, -0.859], [1.284, 2.852, -1.218], [0.797, -0.377, -1.412], [-2.732, -0.438, 0.939], [-0.149, 2.409, 0.830], [3.099, -3.345, 1.364], [3.437, -2.176, -0.799], [0.407, 0.191, 1.986], [1.862, -0.662, 0.314], [0.438, 2.680, -3.218], [2.216, -2.302, -2.091], [-0.281, 3.475, 0.637], [-2.348, 2.424, 2.285], [2.063, -4.291, -0.758], [-2.726, 1.189, -1.079], [-0.990, 0.920, -2.597], [1.772, 1.446, 0.388], [0.170, 2.308, 1.869], [1.448, 3.845, -0.804], [-3.604, 0.016, 0.492], [-1.610, -3.312, 2.305], [-3.664, -2.348, 1.240], [2.201, 2.528, -1.711], [-2.255, 2.880, -1.031], [1.537, -2.586, 1.725], [1.666, -4.333, 1.639], [-0.522, 3.683, -2.133], [0.627, -3.315, -0.437]]}



Version 2
{"formula": "C16H23N3O2", "method": "ωB97M-V with the def2-TZVPD basis set", "orbital_gap_ev": 9.40, "homo_ha": -0.317, "smiles": "Cc1ccc(C(=O)NCCNC(=O)CN2CCCC2)cc1", "symbols": ["O", "O", "N", "N", "N", "C", "C", "C", "C", "C", "C", "C", "C", "C", "C", "C", "C", "C", "C", "C", "C", "H", "H", "H", "H", "H", "H", "H", "H", "H", "H", "H", "H", "H", "H", "H", "H", "H", "H", "H", "H", "H", "H", "H"], "coordinates": [[0.509, 0.634, -1.762], [-0.743, 1.488, 1.886], [2.786, -1.062, -0.265], [1.499, 1.805, -0.107], [-1.266, 2.464, -0.087], [-2.239, 0.329, 0.451], [4.601, -2.518, 0.011], [1.090, 0.653, -0.696], [-4.058, -0.650, -0.778], [3.099, -2.378, 0.258], [-3.278, 0.447, -0.469], [-4.657, -3.075, -0.563], [3.865, -0.210, 0.196], [-3.824, -1.888, -0.190], [-2.020, -0.902, 1.061], [5.122, -1.069, 0.019], [-2.797, -1.997, 0.740], [1.456, -0.609, 0.074], [1.054, 3.084, -0.605], [-0.270, 3.497, 0.064], [-1.346, 1.456, 0.826], [-4.597, -3.849, 0.198], [-1.231, -0.981, 1.793], [-0.639, 4.426, -0.376], [0.907, 2.969, -1.682], [1.822, 3.838, -0.417], [1.770, 1.771, 0.864], [2.511, -3.136, -0.263], [5.076, -3.132, 0.775], [1.341, -0.424, 1.160], [-1.543, 2.254, -1.034], [4.779, -2.979, -0.959], [-4.301, -3.495, -1.504], [5.612, -0.834, -0.924], [-4.865, -0.546, -1.490], [2.877, -2.446, 1.339], [-5.698, -2.790, -0.698], [-3.502, 1.399, -0.927], [3.736, 0.061, 1.261], [-2.607, -2.948, 1.217], [5.834, -0.894, 0.824], [0.750, -1.387, -0.227], [-0.118, 3.634, 1.138], [3.900, 0.707, -0.394]]}



What should be chosen as the most stable of them? Choose version 2.



Version 1
{"formula": "C2H4ClI", "method": "ωB97M-V with the def2-TZVPD basis set", "orbital_gap_ev": 10.66, "homo_ha": -0.364, "smiles": "C=CCl.I", "symbols": ["I", "Cl", "C", "C", "H", "H", "H", "H"], "coordinates": [[4.646, 0.189, 0.247], [0.374, -0.890, 0.529], [-1.842, 0.498, -0.166], [-1.396, -0.508, 0.574], [4.455, 0.146, -1.305], [-2.855, 0.702, -0.087], [-1.188, 1.077, -0.748], [-2.194, -1.214, 0.956]]}



Version 2
{"formula": "C2H4ClI", "method": "ωB97M-V with the def2-TZVPD basis set", "orbital_gap_ev": 9.72, "homo_ha": -0.358, "smiles": "C[C@@H](Cl)I", "symbols": ["I", "Cl", "C", "C", "H", "H", "H", "H"], "coordinates": [[-0.013, -1.719, -1.876], [-0.829, 1.482, -1.268], [0.474, 0.155, 0.645], [-0.517, -0.038, -0.498], [1.478, -0.076, 0.252], [0.353, -0.434, 1.553], [-1.415, -0.500, 0.093], [0.469, 1.130, 1.101]]}



What should be chosen as the most stable of them? Choose version 2.